# 1
{
  "formula": "C31H55NO12",
  "method": "ωB97M-V with the def2-TZVPD basis set",
  "elements": ["N", "C", "C", "O", "C", "C", "C", "C", "O", "C", "C", "C", "C", "C", "C", "C", "O", "H", "H", "H", "H", "H", "H", "H", "H", "H", "H", "H", "H", "H", "C", "O", "C", "C", "O", "C", "C", "O", "C", "H", "H", "H", "H", "H", "H", "H", "H", "H", "H", "H", "H", "H", "H", "C", "O", "C", "C", "O", "C", "C", "O", "C", "H", "H", "H", "H", "H", "H", "H", "H", "H", "H", "H", "H", "H", "H", "C", "O", "C", "C", "O", "C", "C", "O", "C", "H", "H", "H", "H", "H", "H", "H", "H", "H", "H", "H", "H", "H", "H"],
  "xyz": [[10.272, 0.599, -2.800], [8.875, 0.940, -3.062], [8.673, 2.343, -3.651], [9.573, 2.541, -4.741], [7.261, 2.593, -4.192], [6.111, 2.220, -3.300], [6.113, 2.224, -1.964], [4.892, 1.834, -1.231], [4.570, 2.318, -0.178], [4.065, 0.805, -1.914], [3.346, -0.143, -1.192], [2.610, -1.098, -1.892], [2.575, -1.091, -3.281], [3.287, -0.131, -4.003], [4.037, 0.809, -3.304], [4.848, 1.835, -4.001], [4.531, 2.327, -5.050], [10.740, 1.362, -2.333], [10.761, 0.378, -3.653], [8.442, 0.196, -3.728], [8.359, 0.831, -2.114], [8.919, 3.109, -2.921], [9.551, 1.745, -5.281], [7.156, 3.639, -4.471], [7.154, 2.035, -5.121], [7.001, 2.509, -1.422], [3.387, -0.131, -0.114], [2.058, -1.845, -1.341], [2.014, -1.832, -3.827], [3.288, -0.092, -5.081], [-4.721, -1.795, -0.587], [-3.930, -2.574, -1.461], [-2.890, -1.821, -2.058], [-1.760, -2.719, -2.507], [-0.900, -3.136, -1.454], [-1.391, -4.133, -0.570], [-1.422, -5.524, -1.162], [-2.555, -5.696, -1.996], [-2.404, -6.773, -2.891], [-5.212, -0.972, -1.117], [-5.482, -2.446, -0.162], [-4.112, -1.389, 0.229], [-2.499, -1.082, -1.349], [-3.295, -1.291, -2.931], [-1.122, -2.134, -3.174], [-2.136, -3.573, -3.073], [-2.366, -3.858, -0.164], [-0.679, -4.146, 0.259], [-1.473, -6.260, -0.347], [-0.501, -5.693, -1.734], [-1.540, -6.619, -3.549], [-3.304, -6.826, -3.499], [-2.283, -7.721, -2.354], [2.354, -0.887, 8.051], [2.733, -0.686, 6.709], [2.463, -1.813, 5.894], [2.338, -1.416, 4.441], [1.086, -0.835, 4.105], [0.869, 0.515, 4.492], [1.602, 1.525, 3.638], [2.961, 1.621, 4.024], [3.761, 2.182, 3.003], [2.909, -1.719, 8.501], [2.581, 0.025, 8.598], [1.278, -1.085, 8.129], [1.535, -2.301, 6.213], [3.291, -2.529, 6.000], [2.390, -2.331, 3.847], [3.168, -0.774, 4.138], [1.089, 0.665, 5.551], [-0.201, 0.677, 4.348], [1.130, 2.510, 3.762], [1.526, 1.227, 2.585], [3.719, 1.576, 2.093], [4.788, 2.207, 3.362], [3.442, 3.203, 2.769], [-6.377, 4.317, 2.674], [-6.971, 3.811, 1.501], [-6.011, 3.416, 0.535], [-6.593, 2.402, -0.424], [-6.657, 1.082, 0.098], [-7.675, 0.809, 1.052], [-9.064, 0.708, 0.462], [-9.612, 1.994, 0.235], [-10.674, 1.968, -0.690], [-5.780, 5.212, 2.465], [-7.178, 4.581, 3.362], [-5.741, 3.561, 3.150], [-5.132, 2.982, 1.026], [-5.696, 4.304, -0.030], [-5.914, 2.332, -1.277], [-7.564, 2.729, -0.800], [-7.650, 1.524, 1.876], [-7.419, -0.173, 1.457], [-9.713, 0.168, 1.166], [-9.015, 0.144, -0.478], [-10.341, 1.584, -1.661], [-11.027, 2.989, -0.818], [-11.503, 1.350, -0.324]],
  "e_homo_ev": -9.14,
  "lumo_ha": -0.0308,
  "smiles": "NC[C@@H](O)CC1=CC(=O)c2ccccc2C1=O.COCCOCCOC.COCCOCCOC.COCCOCCOC",
  "charge": 0,
  "largest_force_ha_per_bohr": 0.0149,
  "multiplicity": 1
}


# 2
{
  "formula": "C3H7O3",
  "method": "ωB97M-V with the def2-TZVPD basis set",
  "elements": ["C", "O", "H", "H", "H", "H", "C", "C", "O", "O", "H", "H", "H"],
  "xyz": [[-2.142, 0.541, 0.207], [-1.444, -0.395, 0.962], [-0.500, -0.065, 1.123], [-2.583, 0.095, -0.700], [-1.545, 1.402, -0.108], [-2.981, 0.964, 0.789], [1.493, -0.772, -0.876], [1.791, 0.136, 0.330], [1.015, 0.227, 1.315], [2.858, 0.784, 0.181], [1.438, -0.087, -1.707], [0.475, -1.196, -0.808], [2.125, -1.635, -0.707]],
  "e_homo_ev": -4.29,
  "lumo_ha": 0.1498,
  "charge": -1,
  "largest_force_ha_per_bohr": 0.0572,
  "de_lowest_kj_mol": 92.0,
  "multiplicity": 1
}


# 3
{
  "formula": "C51H92Cl22N4O5",
  "method": "ωB97M-V with the def2-TZVPD basis set",
  "elements": ["C", "C", "C", "C", "C", "C", "C", "C", "C", "C", "C", "C", "C", "C", "C", "N", "C", "C", "C", "N", "C", "O", "N", "O", "C", "C", "C", "C", "C", "N", "C", "C", "O", "C", "O", "C", "C", "O", "H", "H", "H", "H", "H", "H", "H", "H", "H", "H", "H", "H", "H", "H", "H", "H", "H", "H", "H", "H", "H", "H", "H", "H", "H", "H", "H", "H", "H", "H", "H", "H", "H", "H", "H", "H", "H", "H", "H", "H", "H", "H", "H", "H", "H", "H", "H", "H", "Cl", "C", "C", "Cl", "H", "H", "H", "H", "Cl", "C", "C", "Cl", "H", "H", "H", "H", "Cl", "C", "C", "Cl", "H", "H", "H", "H", "Cl", "C", "C", "Cl", "H", "H", "H", "H", "Cl", "C", "C", "Cl", "H", "H", "H", "H", "Cl", "C", "C", "Cl", "H", "H", "H", "H", "Cl", "C", "C", "Cl", "H", "H", "H", "H", "Cl", "C", "C", "Cl", "H", "H", "H", "H", "Cl", "C", "C", "Cl", "H", "H", "H", "H", "Cl", "C", "C", "Cl", "H", "H", "H", "H", "Cl", "C", "C", "Cl", "H", "H", "H", "H"],
  "xyz": [[-1.826, 6.468, 0.863], [-2.200, 5.180, -0.010], [-0.861, 4.353, -0.257], [-0.827, 3.643, -1.679], [0.422, 4.065, -2.571], [1.598, 2.980, -2.487], [2.136, 2.516, -3.902], [2.098, 0.960, -4.146], [2.685, 0.097, -2.974], [4.266, 0.242, -2.800], [4.601, -0.533, -1.444], [6.145, -0.717, -1.189], [6.544, -0.880, 0.331], [5.498, -1.752, 1.175], [4.450, -0.796, 1.863], [4.969, 0.237, 2.564], [4.011, 1.074, 3.117], [4.457, 2.254, 3.904], [5.995, 2.540, 4.142], [6.344, 1.966, 5.478], [3.527, 3.198, 4.487], [4.039, 4.314, 5.210], [3.627, 4.218, 6.540], [3.752, 3.129, 6.972], [2.065, 2.982, 4.297], [1.010, 3.999, 4.893], [-0.216, 4.224, 3.899], [1.638, 1.819, 3.566], [2.577, 0.823, 2.943], [1.988, -0.242, 2.278], [2.970, -1.013, 1.759], [2.489, -2.287, 0.955], [2.750, -3.507, 1.658], [1.624, -3.985, 2.383], [0.837, -2.961, 2.968], [0.097, -3.417, 4.096], [0.447, -2.423, 5.325], [1.719, -1.815, 5.018], [-0.762, 6.785, 0.654], [-2.493, 7.345, 0.643], [-1.896, 6.187, 1.952], [-2.711, 5.484, -0.959], [-2.967, 4.578, 0.589], [-0.820, 3.588, 0.571], [0.044, 5.007, -0.179], [-0.901, 2.532, -1.530], [-1.763, 3.957, -2.220], [0.057, 4.218, -3.622], [0.793, 5.049, -2.170], [1.220, 2.152, -1.838], [2.454, 3.518, -1.984], [3.151, 2.953, -4.105], [1.446, 2.974, -4.672], [2.640, 0.658, -5.093], [1.020, 0.648, -4.303], [2.246, 0.359, -1.976], [2.501, -1.010, -3.109], [4.840, -0.152, -3.676], [4.446, 1.339, -2.601], [4.176, -1.568, -1.602], [4.069, 0.040, -0.641], [6.753, 0.079, -1.714], [6.442, -1.682, -1.700], [6.781, 0.100, 0.815], [7.499, -1.488, 0.342], [5.031, -2.461, 0.451], [6.057, -2.282, 1.986], [6.633, 2.098, 3.335], [6.194, 3.648, 4.198], [5.655, 1.257, 5.735], [6.265, 2.684, 6.202], [1.525, 5.002, 4.946], [0.666, 3.666, 5.908], [-0.973, 4.855, 4.446], [0.138, 4.712, 2.953], [-0.700, 3.260, 3.605], [0.539, 1.656, 3.436], [1.410, -2.172, 0.640], [3.063, -2.334, -0.015], [2.031, -4.665, 3.194], [1.017, -4.657, 1.702], [0.276, -4.494, 4.356], [-1.016, -3.310, 3.926], [-0.329, -1.609, 5.282], [0.459, -2.956, 6.311], [2.429, -2.302, 5.471], [-0.944, -4.160, -0.970], [-1.327, -5.897, -0.906], [-2.306, -6.227, 0.196], [-1.590, -6.025, 1.816], [-0.392, -6.445, -0.788], [-1.756, -6.159, -1.871], [-2.615, -7.270, 0.114], [-3.198, -5.603, 0.141], [-3.853, -6.846, -2.683], [-3.579, -6.725, -4.441], [-4.524, -5.747, -5.100], [-6.205, -6.338, -5.102], [-3.674, -7.723, -4.867], [-2.549, -6.392, -4.579], [-4.238, -5.602, -6.142], [-4.508, -4.777, -4.605], [3.392, -7.766, 3.941], [2.032, -8.855, 4.315], [0.707, -8.265, 3.890], [0.254, -6.858, 4.882], [2.054, -9.070, 5.383], [2.212, -9.786, 3.777], [-0.085, -9.005, 4.009], [0.725, -7.951, 2.847], [-5.500, -9.886, -6.382], [-7.268, -9.894, -6.590], [-7.677, -10.306, -7.986], [-7.242, -9.080, -9.203], [-7.642, -8.902, -6.339], [-7.668, -10.603, -5.864], [-8.760, -10.428, -8.033], [-7.215, -11.249, -8.277], [-5.221, 7.991, 0.074], [-6.179, 8.728, 1.380], [-5.341, 9.622, 2.265], [-4.172, 8.696, 3.241], [-6.647, 7.927, 1.948], [-6.966, 9.313, 0.903], [-5.984, 10.156, 2.966], [-4.787, 10.358, 1.683], [-5.530, 4.951, 0.695], [-7.150, 4.277, 1.031], [-8.247, 4.946, 0.230], [-8.544, 6.624, 0.739], [-7.331, 4.360, 2.102], [-7.106, 3.218, 0.772], [-9.185, 4.408, 0.370], [-8.014, 4.955, -0.835], [2.667, 1.499, 12.239], [2.525, 2.212, 10.612], [3.322, 3.489, 10.476], [2.632, 4.819, 11.442], [1.467, 2.377, 10.406], [2.898, 1.469, 9.906], [3.317, 3.818, 9.437], [4.357, 3.350, 10.784], [-2.102, 6.445, -4.748], [-1.737, 5.858, -6.392], [-2.736, 4.829, -6.870], [-2.600, 3.294, -5.973], [-0.722, 5.460, -6.390], [-1.759, 6.728, -7.049], [-2.554, 4.598, -7.920], [-3.762, 5.189, -6.771], [0.895, -3.625, -4.239], [1.157, -3.529, -5.998], [0.207, -2.559, -6.663], [-1.476, -3.147, -6.644], [1.057, -4.533, -6.410], [2.186, -3.200, -6.148], [0.485, -2.428, -7.709], [0.229, -1.582, -6.180], [-5.280, 6.043, -5.469], [-7.046, 6.071, -5.706], [-7.437, 5.729, -7.126], [-6.963, 7.002, -8.279], [-7.409, 7.057, -5.416], [-7.469, 5.337, -5.019], [-8.520, 5.626, -7.196], [-6.984, 4.793, -7.451], [5.722, -6.221, 0.067], [6.428, -6.782, 1.603], [7.758, -7.471, 1.402], [7.586, -9.037, 0.568], [5.705, -7.439, 2.087], [6.560, -5.900, 2.231], [8.217, -7.678, 2.369], [8.446, -6.855, 0.824]],
  "e_homo_ev": -8.16,
  "lumo_ha": -0.0097,
  "smiles": "CCCCCCCCCCCCCCc1nc2c(CN)c(ON=O)c(CC)cc2nc1COCOCCO.ClCCCl.ClCCCl.ClCCCl.ClCCCl.ClCCCl.ClCCCl.ClCCCl.ClCCCl.ClCCCl.ClCCCl.ClCCCl",
  "charge": 0,
  "largest_force_ha_per_bohr": 0.0813,
  "multiplicity": 1
}


# 4
{
  "formula": "C19H21N3O2S",
  "method": "ωB97M-V with the def2-TZVPD basis set",
  "elements": ["C", "C", "C", "C", "C", "N", "C", "C", "N", "C", "C", "C", "C", "C", "C", "C", "H", "H", "H", "S", "O", "O", "N", "C", "C", "C", "C", "C", "H", "H", "H", "H", "H", "H", "H", "H", "H", "H", "H", "H", "H", "H", "H", "H", "H", "H"],
  "xyz": [[-6.302, -1.629, -0.646], [-5.817, -0.305, -0.157], [-6.635, 0.774, 0.054], [-6.118, 2.002, 0.519], [-4.789, 2.142, 0.769], [-3.966, 1.085, 0.566], [-2.627, 0.943, 0.730], [-2.328, -0.362, 0.371], [-3.456, -1.013, -0.009], [-4.441, -0.144, 0.108], [-1.037, -1.028, 0.374], [0.135, -0.352, 0.716], [1.335, -1.029, 0.715], [1.416, -2.367, 0.383], [0.255, -3.044, 0.040], [-0.958, -2.379, 0.034], [-1.872, -2.888, -0.229], [0.298, -4.090, -0.221], [2.377, -2.854, 0.406], [2.843, -0.159, 1.128], [2.504, 1.204, 1.441], [3.572, -0.913, 2.107], [3.646, -0.296, -0.338], [3.332, 0.760, -1.272], [4.070, 2.070, -0.942], [5.308, 1.773, -0.091], [5.980, 0.496, -0.585], [5.041, -0.689, -0.321], [5.186, -1.477, -1.070], [5.219, -1.112, 0.669], [6.184, 0.586, -1.655], [6.929, 0.334, -0.073], [6.000, 2.615, -0.132], [5.003, 1.632, 0.948], [4.360, 2.564, -1.872], [3.411, 2.735, -0.386], [3.603, 0.400, -2.270], [2.250, 0.902, -1.241], [0.135, 0.691, 0.988], [-2.007, 1.741, 1.082], [-4.339, 3.056, 1.127], [-6.782, 2.836, 0.678], [-7.694, 0.691, -0.136], [-7.375, -1.613, -0.812], [-6.058, -2.401, 0.081], [-5.794, -1.887, -1.573]],
  "e_homo_ev": -8.13,
  "lumo_ha": 0.0151,
  "smiles": "Cc1cccn2cc(-c3cccc(S(=O)(=O)N4CCCCC4)c3)nc12",
  "charge": 0,
  "largest_force_ha_per_bohr": 0.0229,
  "de_lowest_kj_mol": 176.3,
  "multiplicity": 1
}


# 5
{
  "formula": "C10H12N2O3V",
  "method": "ωB97M-V with the def2-TZVPD basis set",
  "elements": ["V", "C", "C", "C", "C", "C", "C", "C", "H", "H", "H", "H", "H", "H", "H", "H", "N", "C", "C", "O", "O", "H", "H", "H", "H", "O", "C", "N"],
  "xyz": [[0.017, -0.100, -0.457], [-2.223, 0.578, 2.312], [-1.088, -0.245, 1.798], [-1.326, -1.479, 1.146], [-0.279, -2.294, 0.714], [1.051, -1.897, 0.915], [1.309, -0.653, 1.495], [0.247, 0.171, 1.917], [-1.943, 1.620, 2.451], [-2.523, 0.180, 3.285], [-3.092, 0.515, 1.658], [-2.349, -1.794, 0.976], [-0.494, -3.226, 0.208], [1.861, -2.521, 0.563], [2.331, -0.313, 1.617], [0.467, 1.135, 2.361], [1.213, 1.525, -1.197], [2.054, 1.118, -2.350], [1.912, -0.366, -2.600], [2.456, -1.081, -3.338], [0.907, -0.914, -1.691], [0.547, 2.237, -1.491], [1.791, 1.971, -0.487], [3.107, 1.333, -2.168], [1.763, 1.648, -3.257], [-3.594, 1.263, -1.940], [-2.597, 0.956, -1.476], [-1.527, 0.634, -0.962]],
  "e_homo_ev": [-18.09, -18.15],
  "lumo_ha": [-0.3783, -0.3566],
  "charge": 2,
  "largest_force_ha_per_bohr": 0.0160,
  "de_lowest_kj_mol": 0.0,
  "multiplicity": 2
}


# 6
{
  "formula": "C3H5FN2",
  "method": "ωB97M-V with the def2-TZVPD basis set",
  "elements": ["C", "C", "C", "H", "H", "H", "H", "H", "N", "N", "F"],
  "xyz": [[0.462, -0.538, 0.836], [-0.397, 0.476, 0.205], [-0.443, 0.631, -1.123], [1.236, -2.324, 0.594], [-0.071, -2.124, -0.471], [0.790, 0.486, 2.376], [-0.929, 1.221, 0.787], [0.114, 0.047, -1.798], [0.681, -1.671, 0.059], [1.001, -0.445, 1.981], [-1.183, 1.567, -1.698]],
  "e_homo_ev": -9.44,
  "lumo_ha": 0.0348,
  "smiles": "[H]/N=C(N)\\C=C\\F",
  "charge": 0,
  "largest_force_ha_per_bohr": 0.0364,
  "de_lowest_kj_mol": 12.4,
  "multiplicity": 1
}


# 7
{
  "formula": "C25H32NO12P2SSiTa",
  "method": "ωB97M-V with the def2-TZVPD basis set",
  "elements": ["Ta", "C", "C", "O", "P", "O", "O", "O", "P", "O", "O", "O", "H", "H", "H", "H", "H", "H", "H", "O", "S", "C", "C", "C", "C", "C", "C", "C", "C", "C", "C", "C", "C", "H", "H", "H", "H", "H", "H", "H", "H", "H", "H", "C", "Si", "C", "C", "C", "H", "H", "H", "H", "H", "H", "H", "H", "H", "H", "H", "O", "C", "O", "C", "C", "C", "C", "C", "C", "N", "O", "O", "H", "H", "H", "H"],
  "xyz": [[0.042, 0.098, -0.141], [-2.520, 2.728, -3.151], [-1.912, 1.844, -2.079], [-0.483, 1.942, -1.964], [-2.408, 2.252, -0.369], [-2.079, 3.743, -0.082], [-3.925, 2.077, -0.127], [-1.504, 1.324, 0.449], [-2.397, 0.056, -2.224], [-2.224, -0.365, -3.721], [-3.721, -0.140, -1.613], [-1.174, -0.626, -1.483], [-2.251, 3.771, -2.987], [-3.607, 2.639, -3.148], [-2.158, 2.419, -4.133], [-0.052, 1.648, -2.783], [-2.758, 4.287, 0.344], [-4.246, 1.207, -0.486], [-3.021, -0.697, -4.162], [1.250, 1.570, 0.404], [2.457, 2.358, -0.279], [2.696, 3.700, 0.820], [2.844, 3.520, 2.193], [3.061, 4.637, 2.976], [3.147, 5.898, 2.388], [3.005, 6.057, 1.019], [2.769, 4.949, 0.216], [3.838, 1.290, -0.029], [4.759, 1.292, -1.071], [5.900, 0.511, -0.949], [6.083, -0.265, 0.186], [5.140, -0.268, 1.209], [4.004, 0.518, 1.113], [2.787, 2.537, 2.641], [3.173, 4.529, 4.046], [3.330, 6.764, 3.010], [3.073, 7.040, 0.574], [2.645, 5.060, -0.853], [4.591, 1.885, -1.963], [6.635, 0.507, -1.742], [6.970, -0.878, 0.279], [5.296, -0.879, 2.088], [3.264, 0.517, 1.902], [-0.573, -3.806, 2.773], [-0.996, -2.869, 1.223], [-2.834, -2.678, 1.000], [-0.206, -3.683, -0.261], [-0.274, -1.078, 1.504], [-0.978, -4.819, 2.729], [-0.989, -3.325, 3.660], [0.508, -3.888, 2.907], [-3.299, -3.654, 0.847], [-3.103, -2.055, 0.145], [-3.289, -2.237, 1.891], [-0.625, -4.687, -0.362], [0.873, -3.787, -0.134], [-0.391, -3.167, -1.205], [0.706, -1.235, 1.975], [-0.952, -0.601, 2.220], [1.472, 0.173, -2.093], [2.068, -0.800, -1.570], [1.623, -1.156, -0.395], [3.202, -1.496, -2.166], [3.790, -2.586, -1.526], [4.891, -3.202, -2.097], [5.414, -2.727, -3.292], [4.813, -1.635, -3.896], [3.709, -1.008, -3.368], [5.381, -1.106, -5.161], [4.846, -0.124, -5.632], [6.328, -1.692, -5.628], [3.382, -2.944, -0.591], [5.348, -4.056, -1.617], [6.274, -3.186, -3.759], [3.269, -0.162, -3.875]],
  "e_homo_ev": -14.90,
  "lumo_ha": -0.2332,
  "charge": 2,
  "largest_force_ha_per_bohr": 0.0245,
  "de_lowest_kj_mol": 16.0,
  "multiplicity": 1
}


Which of these has the lowest charge? C3H7O3